1.
Computed, not measured: a structure of composition C23H21Br2N9O3S2V, with wB97M-V/def2-TZVPD.

Positions of all 61 atoms, in Å:
V: 0.01 -0.15 0.05
C: 2.20 -2.49 2.12
C: 1.42 -1.47 2.87
C: 1.52 -1.46 4.29
C: 0.91 -0.50 5.04
C: 0.19 0.53 4.39
C: -0.43 1.65 5.01
Br: -0.38 1.83 6.87
C: -1.04 2.63 4.27
C: -1.09 2.53 2.87
Br: -1.84 3.90 1.82
C: -0.54 1.44 2.28
O: -0.47 1.19 0.92
C: 0.11 0.44 3.00
N: 0.69 -0.56 2.24
H: 3.15 -2.67 2.61
H: 2.37 -2.20 1.08
H: 1.65 -3.43 2.10
H: 2.10 -2.23 4.76
H: 1.00 -0.50 6.11
H: -1.49 3.48 4.76
N: -4.23 -6.66 -3.11
C: -3.28 -5.93 -2.47
C: -3.61 -5.13 -1.36
C: -2.65 -4.39 -0.72
C: -1.33 -4.42 -1.20
C: -0.98 -5.20 -2.30
C: -1.95 -5.95 -2.93
S: -0.12 -3.57 -0.37
O: -0.32 -3.69 1.04
O: 1.16 -3.74 -0.97
N: -0.47 -1.86 -0.58
C: -0.64 -1.32 -1.87
N: -0.75 -2.02 -2.98
C: -0.99 -1.32 -4.08
C: -1.12 0.08 -4.10
C: -0.95 0.73 -2.91
N: -0.68 0.03 -1.80
H: -5.16 -6.70 -2.75
H: -3.99 -7.26 -3.87
H: -4.63 -5.13 -0.99
H: -2.90 -3.81 0.15
H: 0.04 -5.21 -2.65
H: -1.68 -6.57 -3.77
H: -1.10 -1.89 -5.00
H: -1.35 0.62 -5.01
H: -1.01 1.80 -2.81
C: 2.50 5.04 -2.61
C: 2.89 3.69 -2.13
N: 4.04 3.12 -2.28
N: 3.89 1.90 -1.70
C: 2.68 1.68 -1.22
S: 2.27 0.22 -0.40
N: 2.02 2.82 -1.48
N: 0.67 3.05 -1.17
H: 3.40 5.55 -2.96
H: 2.07 5.63 -1.80
H: 1.79 4.98 -3.43
H: 4.68 1.26 -1.66
H: 0.59 3.24 -0.18
H: 0.37 3.87 -1.68

For the HOMO energy (alpha / beta), the calculation gives -12.6 / -12.6 eV. The calculation puts the calculated total energy at -8495.5286 Ha. The spin multiplicity is 2. The HOMO-LUMO gap (alpha / beta) is 0.18451 / 0.20864 hartree. As for the charge: +2.

2.
Computed, not measured: the ion C5H9FNO2 with charge +1, with wB97M-V/def2-TZVPD.

Positions of all 18 atoms, in Å:
C: 1.71 0.75 -0.62
C: -0.76 -0.89 0.93
C: 0.57 1.01 0.34
C: -1.06 -0.61 -0.54
C: -0.90 0.96 -0.66
N: 0.54 -0.19 1.20
O: 2.53 -0.06 -0.30
O: -0.03 -1.06 -1.39
F: -1.94 1.48 -0.05
H: 1.72 1.45 -1.45
H: -1.43 -0.29 1.55
H: -0.82 -1.96 1.27
H: 0.52 1.89 0.94
H: -1.96 -1.09 -0.83
H: -0.85 1.39 -1.73
H: 0.68 0.02 2.14
H: 1.42 -0.72 0.79
H: 0.07 -2.09 -1.57

For the HOMO energy, the calculation gives -15.2 eV. The calculation puts the calculated total energy at -500.7019 Ha. As for the SMILES: O=C[C@@H]1[NH2+]C[C@H](O)[C@H]1F. The HOMO-LUMO gap is 0.42407 hartree. As for the charge: +1. As for the energy relative to the best compared isomer or geometry (same formula, charge and spin): 1.3469 eV.

3.
Computed, not measured: an isolated molecule of C6H8N2O3S, with wB97M-V/def2-TZVPD.

Positions of all 20 atoms, in Å:
C: 0.31 -1.43 -0.61
C: 1.31 -0.48 -0.46
C: 1.00 0.81 -0.40
C: -1.22 0.34 -0.33
C: 2.76 -0.92 -0.50
C: -2.92 1.92 0.85
N: -0.93 -0.93 -0.56
N: 1.32 2.06 -0.34
O: 2.53 2.20 -0.45
O: 0.45 2.98 -0.23
O: -3.66 -0.26 -0.48
S: -2.79 0.94 -0.67
H: 0.49 -2.42 -0.90
H: 2.98 -1.83 0.15
H: 3.05 -1.08 -1.57
H: 3.39 -0.01 -0.13
H: -1.89 2.38 0.90
H: -3.35 1.20 1.57
H: -3.68 2.73 0.47
H: -1.77 -1.48 -0.58

For the HOMO energy, the calculation gives -8.1 eV. The calculation puts the calculated total energy at -966.5210 Ha. The HOMO-LUMO gap is 0.26111 hartree. As for the energy relative to the best compared isomer or geometry (same formula, charge and spin): 9.3636 eV.

4.
Computed, not measured: a structure of composition C5H7N2O3S2, with wB97M-V/def2-TZVPD.

Positions of all 19 atoms, in Å:
C: 0.32 0.99 0.22
C: 1.04 -1.28 -0.33
C: 1.77 1.50 0.33
C: -1.25 -0.65 -0.57
C: -2.16 0.52 -0.30
N: 2.44 -0.89 1.07
N: 0.08 -0.31 -0.04
O: 0.86 -2.32 -0.85
O: 4.30 0.66 -0.05
O: 2.36 -0.36 -1.35
S: -1.04 1.94 0.18
S: 2.99 0.12 -0.06
H: 1.90 2.32 -0.32
H: 2.04 1.86 1.29
H: -1.48 -1.61 -0.08
H: -1.11 -0.84 -1.61
H: -2.49 0.73 -1.30
H: -2.87 0.30 0.57
H: 2.91 -1.81 1.13

For the HOMO energy, the calculation gives -14.5 eV. The calculation puts the calculated total energy at -1325.9564 Ha. The HOMO-LUMO gap is 0.32850 hartree. As for the charge: +1. As for the energy relative to the best compared isomer or geometry (same formula, charge and spin): 0.9596 eV.